# 1
Entry from the OMol25 dataset: a structure of composition C2H2KLiO2 in a non-equilibrium geometry (ωB97M-V with the def2-TZVPD basis set).

frontier orbital gap	5.4	eV
max |F|	1.788	eV/Å

Structure (ORCA input):
```
! wB97M-V def2-TZVPD RIJCOSX def2/J DEFGRID3
* xyz 0 1
O -0.5370 0.0430 1.2679
C -1.5704 -0.0586 0.7241
C -2.5448 -0.2311 -0.1378
O 3.6170 0.8074 -0.6624
Li 4.5030 -0.1113 -1.7684
K 2.5909 0.1171 1.3302
H -3.0488 0.6481 -0.5408
H -3.0100 -1.2145 -0.2129
*
```

---

# 2
Entry from the OMol25 dataset: a structure of composition C2H2Li2O2Tl in a non-equilibrium geometry (ωB97M-V with the def2-TZVPD basis set).

frontier orbital gap (alpha / beta)	7.9 / 6.9	eV
max |F|	2.219	eV/Å

Structure (ORCA input):
```
! wB97M-V def2-TZVPD RIJCOSX def2/J DEFGRID3
* xyz 0 2
O 0.3453 0.8786 0.3244
C -0.6610 0.4584 -0.4800
C -1.3864 -0.6373 -0.1376
Tl 2.4434 0.9353 -0.1343
Li -0.9309 0.3974 1.6495
H -2.1514 -0.8814 -0.8920
H -0.7877 1.0904 -1.3806
Li 0.6728 -1.1570 0.2136
O 2.4560 -1.0844 0.8370
*
```

---

# 3
Entry from the OMol25 dataset: a structure of composition C2H2LiO2 in a non-equilibrium geometry (ωB97M-V with the def2-TZVPD basis set).

frontier orbital gap (alpha / beta)	7.8 / 6.9	eV
max |F|	3.381	eV/Å

Structure (ORCA input):
```
! wB97M-V def2-TZVPD RIJCOSX def2/J DEFGRID3
* xyz 0 2
C -0.9067 0.3271 -0.1321
C -0.4371 1.4701 -0.1150
O 2.4058 -0.2274 0.1125
Li 1.2979 -1.6746 0.1088
H -0.4020 2.5359 -0.2722
O -0.6080 -0.9584 -0.0252
H -1.3499 -1.4727 0.3231
*
```

---

# 4
Entry from the OMol25 dataset: a structure of composition C2H2LiO2Pb in a non-equilibrium geometry (ωB97M-V with the def2-TZVPD basis set).

frontier orbital gap (alpha / beta)	5.9 / 4.7	eV
max |F|	8.872	eV/Å

Structure (ORCA input):
```
! wB97M-V def2-TZVPD RIJCOSX def2/J DEFGRID3
* xyz 1 1
C -1.3732 0.4068 -0.0681
C -0.3379 -0.3740 -0.7025
O 0.9130 -0.2712 -0.2820
O -1.1066 1.5929 0.4727
H -1.0738 0.3976 -1.5481
Pb 2.8186 -0.1699 1.6076
Li 0.9000 -0.2214 1.5466
H -0.7401 -1.3608 -1.0263
*
```

---

# 5
Entry from the OMol25 dataset: an isolated molecule of C2H2N2 in a non-equilibrium geometry (ωB97M-V with the def2-TZVPD basis set).

frontier orbital gap	10.7	eV
SMILES	[H]/N=C/C#N
max |F|	5.709	eV/Å

Structure (ORCA input):
```
! wB97M-V def2-TZVPD RIJCOSX def2/J DEFGRID3
* xyz 0 1
C 2.2677 -0.0334 -0.0008
C 0.8485 -0.0947 0.0411
N 3.3924 0.1272 0.0048
N 0.1279 -1.0983 -0.0239
H 0.3325 1.0889 0.0182
H -0.8748 -1.0620 0.0584
*
```

---

# 6
Entry from the OMol25 dataset: an isolated molecule of C2H2N2O (ωB97M-V with the def2-TZVPD basis set).

frontier orbital gap	9.7	eV
max |F|	0.852	eV/Å

Structure (ORCA input):
```
! wB97M-V def2-TZVPD RIJCOSX def2/J DEFGRID3
* xyz 0 1
O 0.3906 2.3716 0.4350
C -0.0706 1.2913 0.2043
C 0.3674 0.0344 0.8741
N 0.5103 -0.9090 0.1416
N 0.3521 -1.8909 -0.5812
H -0.8828 1.1203 -0.5438
H -0.6670 -2.0177 -0.5300
*
```

---

Number 1: calculated total energy -22728.697 eV. Number 2: calculated total energy -11302.457 eV. Number 3: calculated total energy -6401.084 eV. Number 4: calculated total energy -11639.221 eV. Number 5: calculated total energy -5084.665 eV. Number 6: calculated total energy -7130.162 eV.